(1)
{
  "formula": "C6H12N2O3",
  "method": "ωB97M-V/def2-TZVPD",
  "fmax_ev_per_a": 11.5,
  "e_tot_ev": -15531.3937,
  "orbital_gap_ev": 9.3320,
  "lumo_energy_ev": 0.299,
  "de_lowest_kj_mol": 878.6,
  "species": ["O", "O", "O", "N", "N", "C", "C", "C", "C", "C", "C", "H", "H", "H", "H", "H", "H", "H", "H", "H", "H", "H", "H"],
  "xyz": [[-2.40, 1.75, -0.35], [2.05, 2.25, 0.66], [-3.98, 0.22, -0.15], [2.46, -1.14, 0.34], [0.42, 1.09, -0.38], [2.86, 0.12, -0.41], [-0.91, -0.98, 0.05], [1.82, 1.33, 0.05], [-1.82, -0.18, 0.86], [-2.77, 0.63, 0.08], [-0.15, -0.06, -1.04], [0.69, -0.92, -1.70], [-1.36, 0.14, -1.70], [-2.29, -0.77, 1.73], [-3.98, -0.55, 0.51], [3.75, 0.61, -0.38], [-1.23, 0.57, 1.73], [2.74, 0.17, -1.40], [-0.10, -1.41, 1.01], [3.24, -1.83, -0.46], [-1.55, -1.68, -0.35], [0.16, 1.85, 0.01], [2.37, -1.22, 1.28]],
  "mulliken_charge": [-0.553, -0.490, -0.427, -0.467, -0.095, -1.096, -0.503, 0.463, -0.564, 0.297, -0.402, 0.198, 0.297, 0.514, 0.379, 0.454, 0.229, 0.518, 0.102, 0.287, 0.444, 0.204, 0.211]
}

***

(2)
{
  "formula": "C6H12N2O4",
  "method": "ωB97M-V/def2-TZVPD",
  "fmax_ev_per_a": 6.3,
  "e_tot_ev": -17582.8556,
  "smiles": "C[C@@H](O)[C@H](N)C(=O)NCC(=O)O",
  "orbital_gap_ev": 9.2898,
  "lumo_energy_ev": -0.145,
  "de_lowest_kj_mol": 468.4,
  "species": ["O", "O", "O", "O", "N", "N", "C", "C", "C", "C", "C", "C", "H", "H", "H", "H", "H", "H", "H", "H", "H", "H", "H", "H"],
  "xyz": [[-1.73, -3.52, -1.17], [0.40, -3.27, -0.39], [0.56, 2.94, -0.69], [1.94, 0.74, 0.36], [-1.03, 0.33, 1.51], [0.53, -0.84, -0.53], [-0.84, -1.22, -0.93], [-0.71, -2.77, -0.79], [0.96, 2.68, 1.62], [-0.38, 1.16, 0.35], [0.84, 0.39, -0.03], [-0.17, 2.59, 0.48], [1.02, 3.83, 1.81], [-2.59, -2.95, -1.70], [-1.04, 3.23, 0.57], [1.90, 2.17, 1.53], [0.48, 2.27, 2.66], [1.35, -1.49, -0.77], [-0.03, 2.94, -1.56], [-0.88, -0.74, -1.93], [-0.18, 0.35, 2.15], [-1.45, 1.23, 1.85], [-1.16, 1.29, -0.45], [-1.46, -0.60, -0.14]],
  "mulliken_charge": [-0.526, -0.585, -0.558, -0.684, -0.670, -0.069, -0.725, 0.819, -1.186, -0.404, 0.672, -0.340, 0.358, 0.414, 0.517, 0.374, 0.262, 0.343, 0.337, 0.277, 0.367, 0.414, 0.163, 0.429]
}

***

(3)
{
  "formula": "C6H12N2S",
  "method": "ωB97M-V/def2-TZVPD",
  "fmax_ev_per_a": 3.4,
  "e_tot_ev": -20230.6656,
  "smiles": "Cc1c[nH]cn1.CSC",
  "orbital_gap_ev": 9.1049,
  "lumo_energy_ev": 0.792,
  "de_lowest_kj_mol": 144.7,
  "species": ["S", "N", "N", "C", "C", "C", "C", "C", "C", "H", "H", "H", "H", "H", "H", "H", "H", "H", "H", "H", "H"],
  "xyz": [[-2.72, 0.02, -2.56], [0.45, 0.92, 2.29], [0.60, -0.88, 1.08], [2.85, -1.12, 0.29], [1.87, -0.29, 1.09], [-3.10, 0.01, -0.75], [1.76, 0.83, 1.87], [-0.98, 0.48, -2.65], [-0.26, -0.16, 1.71], [2.38, -2.04, -0.19], [-4.06, 0.58, -0.57], [-0.37, -0.29, -3.12], [-1.29, -0.34, 1.83], [3.19, -0.51, -0.60], [-0.28, 0.56, -1.77], [0.05, 1.69, 2.77], [-3.19, -1.05, -0.50], [2.59, 1.43, 2.24], [-2.38, 0.20, 0.02], [3.77, -1.39, 0.83], [-0.90, 1.35, -3.31]],
  "mulliken_charge": [-0.100, -0.080, -0.481, -1.013, 0.557, -0.575, -0.570, -0.739, -0.362, 0.271, 0.324, 0.292, 0.586, 0.243, 0.190, 0.179, 0.301, 0.368, 0.000, 0.313, 0.296]
}

***

(4)
{
  "formula": "C6H12N3",
  "method": "ωB97M-V/def2-TZVPD",
  "fmax_ev_per_a": 6.4,
  "e_tot_ev": -10876.8989,
  "charge": 1,
  "orbital_gap_ev": 9.8091,
  "lumo_energy_ev": -3.365,
  "de_lowest_kj_mol": 426.3,
  "species": ["N", "N", "N", "C", "C", "C", "C", "C", "C", "H", "H", "H", "H", "H", "H", "H", "H", "H", "H", "H", "H"],
  "xyz": [[-0.59, -2.00, -0.39], [-1.12, 0.13, 0.23], [1.80, 1.04, -0.22], [1.83, -0.16, -0.01], [-2.60, 0.01, 0.02], [-0.23, -0.84, 0.16], [0.73, 1.94, -0.32], [2.74, -1.20, 0.20], [-0.69, 1.48, 0.27], [2.50, -1.66, 1.15], [-3.02, -0.35, 0.83], [-2.74, -0.55, -0.82], [2.74, -2.11, -0.34], [-1.27, 2.25, -0.16], [-1.49, -2.16, -0.79], [-3.09, 0.96, -0.17], [-0.26, -2.81, 0.10], [3.64, -0.68, -0.01], [-0.60, 1.71, 1.43], [1.17, 2.88, 0.18], [0.55, 2.12, -1.33]],
  "mulliken_charge": [-0.312, 0.125, -0.387, 1.020, -1.163, 0.176, -0.683, -1.335, -0.728, 0.343, 0.416, 0.482, 0.386, 0.452, 0.182, 0.353, 0.275, 0.357, 0.306, 0.338, 0.398]
}

***

(5)
{
  "formula": "C6H12N3S",
  "method": "ωB97M-V/def2-TZVPD",
  "fmax_ev_per_a": 4.4,
  "e_tot_ev": -21714.0718,
  "charge": 1,
  "orbital_gap_ev": 9.2867,
  "lumo_energy_ev": -3.244,
  "de_lowest_kj_mol": 138.4,
  "species": ["S", "N", "N", "N", "C", "C", "C", "C", "C", "C", "H", "H", "H", "H", "H", "H", "H", "H", "H", "H", "H", "H"],
  "xyz": [[-0.16, -1.65, 0.14], [-0.19, 0.99, 0.07], [2.02, -0.01, 0.03], [-1.46, 0.51, 0.07], [-1.62, -0.78, 0.13], [2.75, 1.27, -0.11], [2.86, -1.29, 0.06], [-2.96, -1.46, 0.03], [-2.45, 1.57, 0.03], [0.72, -0.11, 0.13], [-3.03, -2.54, 0.26], [2.17, 2.16, 0.14], [-3.55, -0.94, 0.69], [-2.34, 2.27, 0.89], [3.92, -0.90, 0.26], [2.68, -1.68, -0.96], [2.50, -1.94, 0.86], [-2.05, 1.97, -0.92], [3.25, 1.50, -1.11], [3.61, 1.37, 0.45], [-3.33, 0.99, -0.15], [-3.35, -1.29, -0.97]],
  "mulliken_charge": [-0.129, -0.901, 0.036, 0.570, 0.847, -0.941, -1.006, -1.513, -0.777, 0.520, 0.394, 0.342, 0.427, 0.278, 0.284, 0.405, 0.370, 0.349, 0.340, 0.384, 0.343, 0.378]
}

***

(6)
{
  "formula": "C6H12NO",
  "method": "ωB97M-V/def2-TZVPD",
  "fmax_ev_per_a": 2.9,
  "e_tot_ev": -9952.1159,
  "smiles": "CN1CCC[C@H]1C[O-]",
  "charge": -1,
  "orbital_gap_ev": 6.0327,
  "lumo_energy_ev": 3.815,
  "de_lowest_kj_mol": 118.7,
  "species": ["O", "N", "C", "C", "C", "C", "C", "C", "H", "H", "H", "H", "H", "H", "H", "H", "H", "H", "H", "H"],
  "xyz": [[2.16, 0.87, 1.51], [-1.10, 0.17, -0.06], [-0.90, 0.07, -1.56], [-2.39, -0.33, 0.33], [0.48, -0.64, -1.72], [0.18, -0.22, 0.68], [0.85, 1.09, 1.26], [1.03, -0.93, -0.35], [-0.03, -1.04, 1.44], [-1.59, -0.47, -2.21], [0.25, 1.30, 2.21], [-2.85, -0.86, -0.53], [1.09, 0.16, -2.15], [0.83, -2.03, -0.09], [-3.08, 0.48, 0.63], [0.55, -1.56, -2.31], [-2.25, -0.92, 1.25], [-0.76, 1.16, -1.91], [2.10, -0.71, -0.09], [0.76, 1.79, 0.39]],
  "mulliken_charge": [-0.899, 0.025, -0.811, -0.907, -0.576, -0.102, -0.534, -0.618, 0.440, 0.358, 0.181, 0.283, 0.178, 0.182, 0.215, 0.423, 0.314, 0.294, 0.379, 0.174]
}

***

(7)
{
  "formula": "C6H12NO",
  "method": "ωB97M-V/def2-TZVPD",
  "fmax_ev_per_a": 6.0,
  "e_tot_ev": -9944.2798,
  "charge": 1,
  "orbital_gap_ev": 10.5567,
  "lumo_energy_ev": -3.534,
  "de_lowest_kj_mol": 272.6,
  "species": ["O", "N", "C", "C", "C", "C", "C", "C", "H", "H", "H", "H", "H", "H", "H", "H", "H", "H", "H", "H"],
  "xyz": [[-0.24, -2.18, -0.05], [0.26, 0.05, 0.01], [-0.43, 1.39, 0.19], [-1.98, -0.30, -0.02], [0.59, -0.18, -1.38], [-1.83, 1.02, -0.08], [1.53, -0.09, 0.79], [-0.78, -1.01, 0.37], [2.20, -0.80, 0.19], [1.41, -0.37, 1.82], [-0.27, -0.20, -1.99], [-0.80, -1.09, 1.86], [0.14, 2.00, -0.54], [-2.93, -0.74, 0.06], [0.90, -1.27, -1.55], [-2.66, 1.70, -0.26], [2.15, 0.95, 0.92], [1.40, 0.55, -1.59], [-0.12, 1.80, 1.06], [-0.83, -2.84, 0.36]],
  "mulliken_charge": [-0.463, 0.116, -0.795, -0.853, -1.143, -0.211, -0.788, 0.327, 0.311, 0.352, 0.374, 0.325, 0.362, 0.466, 0.414, 0.460, 0.336, 0.482, 0.521, 0.408]
}

***

(8)
{
  "formula": "C6H12NO2",
  "method": "ωB97M-V/def2-TZVPD",
  "fmax_ev_per_a": 5.9,
  "e_tot_ev": -11991.4194,
  "charge": 1,
  "orbital_gap_ev": 9.3549,
  "lumo_energy_ev": -5.145,
  "de_lowest_kj_mol": 279.3,
  "species": ["O", "O", "N", "C", "C", "C", "C", "C", "C", "H", "H", "H", "H", "H", "H", "H", "H", "H", "H", "H", "H"],
  "xyz": [[-0.84, -1.99, 0.49], [-1.87, 1.30, 0.75], [0.90, -0.01, 0.19], [-3.08, -0.14, -0.67], [-1.93, 0.23, 0.23], [1.91, -1.08, 0.18], [1.06, 0.85, 1.38], [1.10, 0.51, -1.14], [-0.86, -0.84, 0.42], [1.54, -1.95, -0.11], [1.97, 1.29, 1.09], [-3.63, -0.77, -0.08], [0.25, 1.13, -1.45], [2.82, -0.92, -0.45], [-2.64, -0.40, -1.70], [0.40, 1.71, 1.32], [1.75, 1.35, -1.15], [1.36, -0.13, -1.96], [2.32, -1.28, 1.27], [-3.75, 0.68, -0.98], [1.22, 0.46, 2.36]],
  "mulliken_charge": [-0.273, -0.405, 0.088, -1.173, 0.543, -1.009, -1.175, -1.117, 0.726, 0.489, 0.536, 0.380, 0.363, 0.362, 0.330, 0.409, 0.415, 0.469, 0.304, 0.353, 0.384]
}